1.
{
  "formula": "C32H64O8",
  "method": "the ωB97M-V functional and the def2-TZVPD basis",
  "symbols": ["C", "C", "C", "O", "C", "H", "H", "H", "H", "H", "H", "H", "H", "C", "C", "C", "O", "C", "H", "H", "H", "H", "H", "H", "H", "H", "C", "C", "C", "O", "C", "H", "H", "H", "H", "H", "H", "H", "H", "C", "C", "C", "O", "C", "H", "H", "H", "H", "H", "H", "H", "H", "C", "C", "C", "O", "C", "H", "H", "H", "H", "H", "H", "H", "H", "C", "C", "C", "O", "C", "H", "H", "H", "H", "H", "H", "H", "H", "C", "C", "C", "O", "C", "H", "H", "H", "H", "H", "H", "H", "H", "C", "C", "C", "O", "C", "H", "H", "H", "H", "H", "H", "H", "H"],
  "coordinates": [[-4.1049, 1.3828, -3.1103], [-2.6803, 1.1288, -2.8054], [-2.0585, 2.4180, -2.4093], [-3.1286, 3.3778, -2.6931], [-4.1306, 2.7897, -3.4937], [-4.6424, 1.1724, -2.2555], [-4.4688, 0.5845, -3.9345], [-2.0097, 0.4799, -3.5666], [-2.6184, 0.4549, -1.8430], [-1.3154, 2.5456, -3.1519], [-1.5077, 2.4767, -1.4928], [-3.5833, 2.8914, -4.4312], [-5.1052, 2.9584, -3.3349], [-2.9627, -3.1380, -1.8654], [-1.9992, -4.3864, -1.8512], [-1.3157, -4.2128, -3.1846], [-1.8733, -3.2041, -4.0744], [-3.1860, -2.8293, -3.4074], [-2.6100, -2.2196, -1.2313], [-3.7558, -3.4273, -1.1749], [-2.7334, -5.1123, -1.8558], [-1.3133, -4.3608, -1.0469], [-1.3194, -5.1897, -3.7114], [-0.2325, -3.8806, -2.9862], [-3.8698, -3.6426, -3.6772], [-3.6063, -1.8493, -3.8104], [3.3263, 0.0921, -5.7789], [2.2710, -0.6056, -4.9586], [0.9265, -0.0930, -5.4323], [1.1899, 0.1972, -6.7464], [2.5086, 0.4853, -6.9913], [4.0602, -0.5222, -5.9620], [3.3056, 0.9947, -5.1344], [2.5444, -0.6481, -3.9746], [2.1941, -1.7549, -4.9687], [0.4256, 0.5452, -4.7696], [0.3479, -1.0867, -5.3182], [2.6332, 1.7318, -7.1892], [2.8506, -0.0872, -7.8160], [3.0042, 2.9039, 2.0318], [2.3471, 2.5287, 3.3442], [3.2916, 1.5106, 3.9081], [4.0505, 1.0682, 2.8930], [4.3138, 2.1018, 2.0408], [3.1161, 3.7916, 1.8077], [2.6015, 2.5807, 1.3118], [1.3065, 2.2351, 3.3082], [2.1827, 3.5244, 3.8066], [2.8861, 0.7639, 4.5135], [4.1498, 2.0770, 4.5413], [4.8854, 1.7016, 1.1977], [4.9188, 2.8475, 2.4114], [-0.3037, -1.0234, 4.6759], [-1.5381, -0.9678, 3.6256], [-1.8760, 0.5111, 3.5285], [-0.7463, 1.2461, 4.1265], [-0.2958, 0.4392, 5.2520], [0.5201, -1.1810, 4.2944], [-0.3775, -1.8852, 5.4746], [-2.3732, -1.5671, 3.9690], [-1.0749, -1.4841, 2.6866], [-2.6789, 0.6214, 4.0936], [-2.0824, 0.8550, 2.5709], [-0.7329, 0.4314, 6.2684], [0.6901, 0.8745, 5.4941], [2.1242, -5.1630, 2.7102], [1.3770, -4.0772, 2.0007], [0.0455, -4.2161, 2.6712], [-0.1076, -5.5352, 3.0218], [1.1748, -5.9407, 3.6202], [2.9047, -4.7575, 3.3904], [2.4372, -5.9843, 1.8869], [1.1213, -4.3548, 0.9560], [1.8186, -3.0244, 2.0336], [-0.8013, -4.0066, 1.9086], [-0.1547, -3.6564, 3.5544], [1.2145, -6.9835, 3.6288], [1.3436, -5.4669, 4.7178], [-1.3903, 4.5359, 1.8171], [-0.5692, 4.8516, 2.9943], [0.4345, 5.8327, 2.4127], [-0.0485, 6.1298, 1.0908], [-0.7791, 5.0171, 0.5564], [-2.4611, 4.8359, 2.0284], [-1.6428, 3.4396, 1.8182], [-0.1351, 3.9013, 3.1849], [-1.1956, 5.2738, 3.8290], [1.3250, 5.4078, 2.3192], [0.4928, 6.8336, 2.9904], [-0.0924, 4.2419, 0.1580], [-1.4161, 5.2369, -0.2269], [-0.2744, -1.0689, -0.2627], [0.6041, -0.2633, 0.5274], [1.3508, 0.6261, -0.5602], [0.6877, 0.2969, -1.7769], [0.2817, -1.0691, -1.5962], [-1.2281, -0.6499, -0.1825], [-0.5490, -1.9773, 0.1268], [1.1646, -1.0251, 1.1576], [0.0225, 0.4471, 1.0760], [2.4306, 0.4511, -0.7124], [1.2423, 1.8175, -0.2973], [1.1507, -1.6813, -1.9931], [-0.5409, -1.2363, -2.3168]],
  "e_tot_ha": -1858.95849,
  "homo_energy_ev": -9.30,
  "molar_mass_da": 576.9,
  "homo_lumo_gap_ha": 0.35726,
  "smiles": "C1CCOC1.C1CCOC1.C1CCOC1.C1CCOC1.C1CCOC1.C1CCOC1.C1CCOC1.C1CCOC1"
}



2.
{
  "formula": "C32H65Br3Cl2FN6O4",
  "method": "the ωB97M-V functional and the def2-TZVPD basis",
  "symbols": ["C", "C", "O", "N", "C", "C", "C", "C", "N", "C", "C", "C", "Br", "C", "N", "C", "N", "C", "C", "C", "C", "C", "N", "C", "Br", "C", "C", "Br", "C", "C", "C", "C", "F", "N", "C", "Cl", "C", "C", "Cl", "H", "H", "H", "H", "H", "H", "H", "H", "H", "H", "H", "H", "H", "H", "H", "H", "H", "H", "H", "H", "H", "H", "H", "H", "H", "H", "H", "H", "H", "H", "H", "H", "H", "H", "H", "H", "H", "H", "H", "H", "H", "H", "H", "H", "H", "H", "H", "C", "C", "O", "H", "H", "H", "H", "H", "H", "C", "C", "O", "H", "H", "H", "H", "H", "H", "C", "C", "O", "H", "H", "H", "H", "H", "H"],
  "coordinates": [[-3.6113, 0.7537, 4.6688], [-3.4414, 2.1865, 4.2463], [-4.2385, 2.7695, 3.5224], [-2.2434, 2.8427, 4.7206], [-1.1432, 2.6385, 3.7703], [-0.4396, 1.3079, 4.0790], [0.9541, 1.2003, 3.4687], [0.9021, 1.4400, 1.9455], [1.8570, 0.6270, 1.1897], [3.2458, 0.6710, 1.6613], [3.8070, 2.0675, 1.9236], [3.5856, 3.1205, 0.8297], [5.1581, 3.4921, -0.2256], [1.4611, -0.1135, 0.1929], [2.3374, -0.9337, -0.4773], [3.2549, -0.3985, -1.4896], [3.7831, 0.9057, -1.1507], [1.8776, -2.3195, -0.6969], [2.0634, -3.1038, 0.6221], [0.4299, -2.4010, -1.3240], [0.5605, -1.7235, -2.7104], [-0.5603, -1.7624, -3.7210], [-1.6677, -0.8473, -3.3485], [0.0544, -3.8865, -1.3676], [1.4644, -4.8667, -2.3617], [-1.2594, -4.4318, -1.9954], [-1.5290, -5.8409, -1.4380], [-2.8678, -3.3908, -1.7444], [-0.4817, -1.5193, -0.4212], [-1.0779, -2.1955, 0.8410], [-0.7889, -1.5225, 2.1877], [-1.2447, -2.4146, 3.3304], [-2.6212, -2.5727, 3.2966], [0.1272, -0.1877, -0.1445], [-0.6465, 0.9329, -0.4541], [-2.2229, 0.9287, 0.3419], [-0.3347, 1.9637, -1.2555], [0.9819, 2.0706, -1.9759], [-1.3988, 3.2750, -1.5054], [-3.3294, 0.6415, 5.7099], [-4.6547, 0.4930, 4.5441], [-2.9830, 0.1188, 4.0526], [-2.4424, 3.8328, 4.7967], [-1.5202, 2.6170, 2.7426], [-0.4063, 3.4299, 3.8749], [-0.3157, 1.2708, 5.1594], [-1.0393, 0.4476, 3.8052], [1.5970, 1.9120, 3.9767], [1.3409, 0.1985, 3.6471], [1.0670, 2.4983, 1.7541], [-0.1091, 1.2185, 1.6363], [3.2892, 0.1265, 2.6025], [3.9034, 0.1474, 0.9883], [4.8803, 1.9304, 2.0288], [3.4709, 2.4795, 2.8676], [2.7505, 2.8445, 0.1967], [3.3259, 4.0633, 1.2961], [4.0728, -1.1141, -1.5762], [2.8251, -0.3552, -2.4888], [4.7472, 0.8575, -0.8621], [3.7192, 1.5463, -1.9251], [2.5947, -2.7213, -1.4004], [1.1436, -3.4082, 1.1047], [2.6026, -2.4886, 1.3386], [2.6677, -3.9930, 0.4729], [0.7614, -0.6704, -2.5298], [1.4594, -2.1227, -3.1755], [-0.9630, -2.7436, -3.9514], [-0.1367, -1.4077, -4.6661], [-1.2433, 0.0429, -3.1017], [-2.1685, -0.6441, -4.2068], [0.1209, -4.3425, -0.3933], [-1.0880, -4.5768, -3.0541], [-1.4158, -5.8667, -0.3569], [-0.8641, -6.5562, -1.9098], [-2.5497, -6.1210, -1.6710], [-1.3369, -1.2616, -1.0376], [-0.7904, -3.2329, 0.9580], [-2.1553, -2.2062, 0.7266], [-1.3213, -0.5835, 2.2803], [0.2887, -1.4148, 2.3281], [-0.7933, -3.4044, 3.2253], [-0.9308, -2.0328, 4.3011], [1.2061, 1.2044, -2.5906], [0.9403, 2.9256, -2.6428], [1.7762, 2.2875, -1.2653], [-4.2201, 1.5007, -7.2598], [-3.5267, 2.0818, -6.0429], [-2.1935, 1.5816, -5.9000], [-4.2515, 0.4126, -7.1970], [-5.2403, 1.8754, -7.3446], [-3.6816, 1.7624, -8.1734], [-4.0557, 1.8058, -5.1321], [-3.4994, 3.1739, -6.1022], [-1.7035, 1.8270, -6.6894], [-2.7703, -4.7541, 5.0791], [-3.9287, -3.8882, 5.5385], [-3.7486, -2.5222, 5.1670], [-1.8331, -4.3874, 5.5008], [-2.9093, -5.7913, 5.3861], [-2.6776, -4.7263, 3.9906], [-4.0108, -3.9022, 6.6236], [-4.8714, -4.2574, 5.1229], [-3.6876, -2.4861, 4.2069], [3.3348, 5.9545, -3.9443], [4.6496, 6.6027, -3.5485], [4.7924, 6.6869, -2.1337], [2.4962, 6.5145, -3.5295], [3.2263, 5.9130, -5.0289], [3.2774, 4.9343, -3.5523], [4.7003, 7.6227, -3.9241], [5.4930, 6.0450, -3.9697], [4.7594, 5.7924, -1.7840]],
  "e_tot_ha": -10629.76543,
  "total_charge": 1,
  "homo_energy_ev": -11.43,
  "molar_mass_da": 927.5,
  "homo_lumo_gap_ha": 0.30726
}